No. 1
DFT (ωB97M-V with the def2-TZVPD basis set) results for a molecular structure, C15H24ClHgN6O5.

Computed properties:
2S+1: 2
ΔE to the lowest compared entry with this formula, charge and spin, kcal per mole: 5.1
LUMO (alpha / beta), Eh: 0.01018 / 0.01015
<S²>: 0.764
HOMO (alpha / beta), eV: -5.06 / -7.88

Cartesian coordinates (Å):
Hg: -0.375 1.520 -0.563
Cl: -1.659 4.363 0.433
O: 2.042 2.589 3.237
O: -4.472 0.348 1.520
O: 1.602 2.033 1.105
O: -2.971 0.703 -0.035
O: 2.333 -0.301 -0.955
N: 0.010 -1.449 -3.120
N: 0.362 -0.541 -5.188
N: -0.622 -0.814 -0.917
N: -0.503 0.810 -3.475
N: -1.010 1.287 1.816
N: -0.363 -3.056 -1.537
C: -2.283 1.148 2.210
C: -0.104 1.767 2.742
C: 4.286 0.477 0.156
C: -0.493 -3.491 -0.162
C: 2.571 -1.091 1.276
C: -2.713 1.379 3.503
C: -0.696 3.649 -0.907
C: -1.767 1.784 4.476
C: -0.910 -4.015 -2.486
C: 2.985 -0.288 0.064
C: 1.190 2.117 2.275
C: -0.477 1.980 4.093
C: -3.241 0.733 1.136
C: -0.364 -1.698 -1.800
C: -0.077 -0.305 -3.899
H: -0.567 1.517 -4.198
H: -4.571 0.414 2.475
H: -3.753 1.306 3.795
H: 0.228 4.219 -0.938
H: -0.292 -4.915 -2.508
H: 0.274 2.327 4.787
H: -0.966 -3.597 -3.486
H: -0.091 -4.501 -0.085
H: 4.049 1.540 0.141
H: 3.432 -1.474 1.822
H: 0.607 -2.159 -3.507
H: 1.926 -1.913 0.968
H: -1.924 -4.310 -2.191
H: 0.083 -2.842 0.494
H: 0.355 -1.472 -5.565
H: -0.972 -1.208 -0.055
H: 4.844 0.240 1.059
H: 0.221 0.193 -5.857
H: 2.001 -0.443 1.945
H: 2.835 2.880 2.773
H: -1.268 3.847 -1.810
H: 4.889 0.257 -0.726
H: -1.537 -3.506 0.174
H: -2.082 1.966 5.495

Here are the natural (NBO) charges for atoms 1 to 5, given in e: Hg 1.40; Cl -0.12; O -0.71; O -0.67; O -0.75

No. 2
DFT (ωB97M-V with the def2-TZVPD basis set) results for a molecular structure, C15H24CrN6O3.

Computed properties:
2S+1: 4
LUMO (alpha / beta), Eh: -0.12065 / -0.12630
Net charge: +1
<S²>: 3.778
HOMO (alpha / beta), eV: -11.25 / -11.47

Cartesian coordinates (Å):
Cr: 0.247 -0.887 0.142
O: 3.650 -2.718 -0.292
O: 1.456 -2.282 -0.327
O: 1.503 -1.067 4.029
N: 1.255 1.722 0.695
N: 1.026 0.224 -1.553
N: 1.411 -0.868 1.734
N: -0.916 -1.884 1.638
N: -1.280 0.614 0.100
N: -0.998 -1.587 -1.457
C: -3.522 2.228 0.001
C: 2.691 -2.194 0.200
C: 0.079 2.412 1.146
C: -2.381 -1.199 -1.126
C: -3.551 0.959 -0.560
C: -1.225 1.867 0.577
C: 0.935 -0.692 -2.706
C: 0.904 -1.004 2.971
C: 1.979 2.165 -0.486
C: -0.528 -1.090 -2.783
C: 2.760 -1.310 1.447
C: -2.413 0.182 -0.499
C: -2.344 2.690 0.551
C: -0.615 -1.151 2.907
C: 2.290 0.968 -1.380
H: -1.132 -0.212 -3.028
H: -0.482 -2.805 1.696
H: -4.436 0.582 -1.055
H: 3.034 0.308 -0.933
H: -0.900 -2.597 -1.433
H: -3.026 -1.208 -2.007
H: -2.267 3.694 0.947
H: 1.244 -0.206 -3.635
H: 1.358 2.876 -1.041
H: 0.021 2.337 2.235
H: 3.178 -1.877 2.280
H: 3.462 -0.493 1.248
H: 0.094 3.486 0.924
H: -1.915 -2.041 1.551
H: 2.905 2.687 -0.237
H: -4.399 2.860 -0.025
H: 1.578 -1.550 -2.519
H: 1.858 1.459 1.456
H: -2.789 -1.937 -0.436
H: -0.710 -1.833 -3.558
H: -0.968 -1.687 3.785
H: 0.315 0.939 -1.705
H: -1.111 -0.179 2.869
H: 2.675 1.300 -2.347

Here are the natural (NBO) charges for atoms 1 to 5, given in e: Cr 1.34; O -0.57; O -0.79; O -0.60; N -0.64

No. 3
DFT (ωB97M-V with the def2-TZVPD basis set) results for a molecular structure, C15H24IN2O7P2Sn in a non-equilibrium geometry.

Computed properties:
LUMO, Eh: -0.50304
Net charge: +3
HOMO, eV: -17.18

Cartesian coordinates (Å):
I: -2.153 0.822 -3.955
Sn: -1.206 1.104 -1.091
P: -3.225 -0.005 0.174
P: 1.079 1.868 -2.078
O: -0.352 -1.880 -2.641
O: 1.187 -0.313 5.539
O: 1.069 -1.167 -0.685
O: 0.023 0.168 0.826
O: 2.834 -1.619 6.175
O: 4.684 -4.169 0.816
O: 5.258 -4.232 2.937
N: 2.101 -1.125 5.292
N: 4.538 -3.813 2.003
C: -0.535 -1.119 -1.780
C: 1.526 -0.953 2.898
C: 1.704 -1.366 1.577
C: -4.547 1.217 0.367
C: 2.442 1.837 -0.874
C: 3.312 -2.466 3.651
C: 3.497 -2.859 2.321
C: 1.648 0.892 -3.495
C: 2.696 -2.327 1.285
C: 0.846 -0.753 0.504
C: 2.317 -1.519 3.924
C: -3.974 -1.452 -0.603
C: -2.769 -0.498 1.864
C: 0.979 3.572 -2.691
C: -3.372 2.603 -3.527
H: 0.727 4.250 -1.863
H: -3.675 -0.778 2.421
H: -4.291 -1.210 -1.623
H: 3.216 2.554 -1.187
H: -2.077 -1.349 1.842
H: -4.186 2.077 0.943
H: -4.418 2.269 -3.560
H: -5.394 0.758 0.891
H: 0.892 0.905 -4.292
H: -4.840 -1.777 -0.012
H: -4.878 1.571 -0.617
H: 0.203 3.648 -3.466
H: 2.882 0.831 -0.818
H: 2.062 2.117 0.121
H: 1.956 3.854 -3.117
H: -3.165 3.302 -4.342
H: 2.876 -2.677 0.275
H: -3.247 -2.270 -0.657
H: 2.589 1.333 -3.861
H: -2.262 0.333 2.373
H: 0.779 -0.196 3.119
H: 3.928 -2.871 4.451
H: -3.108 3.025 -2.557
H: 1.825 -0.150 -3.198

Here are the natural (NBO) charges for atoms 1 to 5, given in e: I 0.35; Sn 1.11; P 1.21; P 1.19; O -0.41

No. 4
DFT (ωB97M-V with the def2-TZVPD basis set) results for 2 unconnected molecules or ions with the total composition C15H24N3O3PS in a non-equilibrium geometry.

Computed properties:
ΔE to the lowest compared entry with this formula, charge and spin, kcal per mole: 73.9
LUMO, Eh: -0.28803
Net charge: +2
HOMO, eV: -12.16

Cartesian coordinates (Å):
S: -2.369 -4.444 -1.314
P: -0.796 -5.135 -0.325
O: -1.453 -5.803 1.184
O: 3.085 -5.080 -0.072
O: -0.047 -6.427 -1.231
N: 0.278 -3.746 0.016
N: -0.361 5.938 -1.812
N: -1.780 0.396 2.317
C: -0.229 3.611 -1.320
C: -2.024 -0.808 3.137
C: 1.280 -3.502 -1.100
C: 0.034 4.694 -2.157
C: -2.262 0.467 1.059
C: -0.769 2.546 2.071
C: 2.838 -3.700 -0.526
C: -1.270 5.101 0.232
C: -1.054 1.412 2.836
C: -1.996 1.579 0.262
C: 4.552 -5.350 -0.064
C: -0.992 6.159 -0.636
C: -0.123 7.072 -2.727
C: -0.903 3.794 -0.106
C: -1.228 2.642 0.754
H: -0.323 -2.878 0.073
H: 4.878 -5.556 1.051
H: -0.696 1.302 3.857
H: 3.563 -3.321 -1.365
H: -1.798 5.311 1.161
H: -2.661 -1.508 2.593
H: 0.103 2.621 -1.629
H: -2.517 -0.493 4.061
H: 1.125 -4.195 -2.044
H: 2.881 -3.006 0.445
H: 5.193 -4.442 -0.442
H: -2.852 -0.369 0.691
H: 1.231 -2.352 -1.417
H: -1.281 7.182 -0.409
H: -0.166 3.338 2.514
H: -2.399 1.605 -0.749
H: -1.099 7.462 -3.029
H: 0.552 4.569 -3.105
H: 4.820 -6.296 -0.732
H: -1.472 -6.811 1.123
H: 0.432 6.733 -3.605
H: -1.054 -1.268 3.344
H: 0.672 -6.871 -0.678
H: 0.455 7.826 -2.187

Here are the natural (NBO) charges for atoms 1 to 5, given in e: S -0.62; P 1.84; O -0.95; O -0.58; O -0.93

| no. | calculated total energy (eV) |
| --- | --- |
| 1 | -51819.3802 |
| 2 | -59446.7780 |
| 3 | -65731.1959 |
| 4 | -46664.9536 |